(1)
C5H11N3 | ωB97M-V with the def2-TZVPD basis set

Computed properties:
largest force on an atom	3.324	eV/Å
E	-9827.1239	eV
HOMO (alpha / beta)	-6.83 / -6.83	eV
total charge	0
orbital gap (alpha / beta)	0.264 / 0.264	hartree
LUMO energy (alpha / beta)	0.35 / 0.35	eV

```
19
Properties=species:S:1:pos:R:3:mulliken_charge:R:1
C 1.687 1.815 -0.177 -0.7772
C 2.372 -1.650 -0.012 -0.3756
C 1.384 0.557 0.064 0.1697
C -2.059 0.885 -0.504 -0.7805
C -0.673 0.144 1.242 -0.7474
N 1.640 -0.661 -0.375 -0.2804
N -1.536 -1.494 -0.424 -0.6795
N -1.473 -0.245 0.207 0.3677
H 2.577 2.065 -0.893 0.2203
H 1.061 2.593 0.211 0.2488
H 1.998 -2.501 -0.595 0.2630
H 3.027 -1.728 0.862 0.2846
H -2.821 0.542 -1.271 0.2688
H -2.779 1.523 0.101 0.2864
H -1.155 1.495 -0.997 0.2707
H -0.281 -0.522 1.972 0.4040
H -0.689 1.203 1.543 0.3329
H -0.904 -1.822 -1.252 0.2715
H -1.374 -2.198 0.298 0.2523
```



(2)
C4H11NS | ωB97M-V with the def2-TZVPD basis set

Computed properties:
largest force on an atom	3.762	eV/Å
E	-16650.4969	eV
HOMO	-9.05	eV
total charge	0
SMILES	CCNCCS
orbital gap	0.367	hartree
LUMO energy	0.92	eV

```
17
Properties=species:S:1:pos:R:3:mulliken_charge:R:1
C 1.831 1.652 -0.496 -1.3542
C 0.500 1.045 -0.140 -0.1369
N 0.616 0.020 0.930 -0.4348
C -0.170 -1.196 0.619 -0.6230
C -1.593 -1.002 0.213 -0.7086
S -2.352 -2.414 -0.731 -0.2091
H 1.775 2.464 -1.219 0.3518
H 2.618 0.895 -0.696 0.3179
H 2.458 2.006 0.338 0.3307
H -0.105 1.899 0.225 0.2964
H -0.072 0.697 -0.995 0.3119
H 0.149 0.397 1.756 0.2691
H 0.412 -1.515 -0.280 0.3263
H -0.033 -1.970 1.380 0.4000
H -1.989 -0.056 -0.167 0.4021
H -2.142 -0.897 1.182 0.3463
H -1.904 -2.025 -1.919 0.1140
```